[1]
The following is a quantum chemistry calculation of the molecule C22H24N4O6 at a distorted geometry, from the Open Molecules 2025 dataset.

The calculation puts the HOMO energy at -8.0 eV. For the molecular weight, the calculation gives 440.46 g/mol. The SMILES is N#Cc1ncc(-c2ccc3c(c2)OCCOCCOCCOCCOCCO3)nc1C#N. As for the total energy: -1522.3768 Ha. For the HOMO-LUMO gap, the calculation gives 6.64 eV.

```
56
Properties=species:S:1:pos:R:3:nbo_charge:R:1
N 7.18 0.51 0.54 -0.22
C 6.18 0.35 0.20 0.24
C 4.82 0.22 -0.12 0.07
N 3.94 1.12 -0.48 -0.33
C 2.66 0.74 -0.90 -0.05
C 2.02 -0.47 -0.66 0.14
C 0.64 -0.48 -1.04 -0.09
C 0.10 -1.97 -0.62 -0.19
C -1.16 -2.24 -1.15 -0.27
C -1.95 -1.20 -1.59 0.23
C -1.42 -0.20 -2.08 0.23
C -0.22 0.36 -1.79 -0.20
O -2.32 0.85 -2.30 -0.57
C -1.92 2.39 -2.72 -0.07
C -1.87 2.90 -1.43 -0.16
O -0.49 3.07 -1.18 -0.55
C -0.19 3.73 0.16 -0.07
C -0.32 2.74 1.19 -0.08
O -1.65 2.36 1.65 -0.56
C -1.90 2.37 2.92 -0.09
C -1.43 0.69 3.53 -0.03
O -2.26 -0.17 3.36 -0.53
C -2.45 -0.52 1.81 -0.10
C -3.23 -1.90 2.20 -0.06
O -3.45 -2.57 1.05 -0.59
C -4.44 -2.23 -0.02 -0.14
C -4.07 -2.45 -1.28 -0.10
O -3.17 -1.35 -2.02 -0.47
N 2.75 -1.53 -0.13 -0.33
C 4.08 -1.14 -0.11 0.09
C 4.85 -2.23 0.36 0.23
N 5.61 -3.15 0.81 -0.25
H 2.09 1.88 -0.80 0.23
H 0.83 -2.83 -0.21 0.26
H -1.58 -3.24 -0.66 0.24
H 0.39 1.16 -1.83 0.27
H -1.01 2.30 -3.50 0.24
H -2.81 2.63 -3.33 0.22
H -2.41 2.52 -0.53 0.24
H -2.27 3.86 -1.36 0.18
H -1.04 4.59 0.61 0.18
H 0.71 4.03 0.14 0.18
H 0.19 2.95 1.99 0.18
H 0.08 1.55 0.91 0.19
H -1.57 3.00 3.64 0.16
H -3.13 2.32 2.98 0.16
H -1.18 0.92 4.61 0.15
H -0.38 0.52 3.15 0.11
H -1.31 -1.03 1.67 0.23
H -2.93 0.12 1.30 0.18
H -2.73 -2.64 2.96 0.22
H -4.34 -1.76 2.63 0.15
H -5.28 -2.72 0.29 0.22
H -4.54 -1.11 0.14 0.20
H -4.76 -2.46 -2.09 0.25
H -3.46 -3.55 -1.38 0.21
```

---

[2]
The following is a quantum chemistry calculation of the molecule C3H7Cl at a distorted geometry, from the Open Molecules 2025 dataset.

The calculation puts the HOMO energy at -10.6 eV. For the molecular weight, the calculation gives 78.54 g/mol. The SMILES is CC(C)Cl. As for the total energy: -578.6724 Ha. For the HOMO-LUMO gap, the calculation gives 11.63 eV.

```
11
Properties=species:S:1:pos:R:3:nbo_charge:R:1
C 0.26 -1.08 -0.79 -0.66
C -0.45 -0.14 0.21 -0.10
C -0.02 1.34 0.20 -0.65
Cl 0.05 -0.78 1.91 -0.18
H -0.39 -1.96 -0.94 0.23
H 0.59 -0.54 -1.69 0.22
H 1.13 -1.41 -0.15 0.24
H -1.47 -0.35 0.45 0.22
H -0.84 1.94 0.65 0.23
H 0.83 1.31 0.94 0.24
H 0.32 1.66 -0.79 0.22
```

---

[3]
The following is a quantum chemistry calculation of a cluster of 2 separate species, C3H8OS2 in total, from the Open Molecules 2025 dataset.

The calculation puts the HOMO energy at -8.8 eV. For the molecular weight, the calculation gives 124.23 g/mol. The SMILES is C=CO.CSS. As for the total energy: -990.6599 Ha. For the HOMO-LUMO gap, the calculation gives 9.30 eV.

```
14
Properties=species:S:1:pos:R:3:nbo_charge:R:1
C 2.20 -4.25 -1.60 -0.56
C 3.02 -5.08 -2.23 0.17
O 4.10 -4.69 -2.95 -0.68
H 1.72 -4.61 -0.69 0.22
H 2.27 -3.19 -1.79 0.19
H 2.90 -6.15 -2.29 0.18
H 4.34 -3.83 -2.59 0.48
C -1.62 4.26 0.47 -0.74
S -2.19 2.53 0.50 0.08
S -1.64 1.81 2.36 -0.14
H -1.50 4.57 1.50 0.24
H -2.43 4.82 0.00 0.22
H -0.78 4.37 -0.19 0.22
H -0.30 1.91 2.35 0.12
```

---

[4]
The following is a quantum chemistry calculation of a cluster of 4 separate species, C23H49F3N2O15S3 in total at a distorted geometry, from the Open Molecules 2025 dataset.

The calculation puts the HOMO energy at -9.2 eV. For the molecular weight, the calculation gives 746.84 g/mol. The SMILES is CC(C)C[C@H](C)CO[C@]1(COC(F)(F)F)[C@@H](COO)C(=O)OC1(N)N.CCOS(C)(=O)=O.CCOS(C)(=O)=O.CCOS(C)(=O)=O. As for the total energy: -3637.7591 Ha. For the HOMO-LUMO gap, the calculation gives 9.51 eV.

```
95
Properties=species:S:1:pos:R:3:lowdin_charge:R:1
C 4.49 -1.46 -1.12 -0.10
C 3.41 -1.59 -2.35 -0.35
C 2.68 -3.02 -2.16 -0.11
C 2.43 -0.31 -2.21 -0.15
C 0.87 -0.63 -2.39 -0.28
C 0.20 0.75 -2.96 -0.09
C 0.26 -0.90 -0.93 -0.17
O -0.08 0.32 -0.23 -0.10
C 0.06 0.20 1.20 -0.24
C -0.71 1.55 1.70 -0.03
O -0.07 2.19 2.84 0.01
C -1.00 2.56 3.84 -0.44
F -1.73 3.73 3.49 0.08
F -0.22 2.93 4.99 0.08
F -1.85 1.52 4.28 0.10
C 1.55 -0.06 1.81 -0.05
C 2.66 1.10 1.68 -0.08
O 2.31 2.05 0.62 -0.19
O 2.23 3.29 1.18 -0.05
C 1.20 -0.66 3.27 -0.28
O 1.99 -0.98 4.20 0.09
O -0.26 -0.73 3.38 0.01
C -0.67 -0.99 1.99 -0.44
N -2.14 -1.21 1.75 0.11
N -0.11 -2.40 1.83 0.08
H 3.89 -1.67 -0.15 0.07
H 5.36 -2.20 -1.25 0.08
H 4.85 -0.38 -1.07 0.08
H 4.02 -1.52 -3.33 0.13
H 2.46 -3.19 -1.04 0.07
H 3.46 -3.82 -2.45 0.09
H 1.78 -3.20 -2.84 0.07
H 2.57 0.18 -1.19 0.10
H 2.76 0.45 -3.01 0.12
H 0.62 -1.42 -3.17 0.13
H 0.48 0.79 -4.08 0.09
H 0.63 1.68 -2.44 0.08
H -0.95 0.74 -2.86 0.08
H -0.74 -1.47 -1.09 0.14
H 0.96 -1.60 -0.36 0.10
H -0.59 2.29 0.81 0.15
H -1.83 1.38 1.80 0.12
H 2.09 -0.97 1.33 0.14
H 3.66 0.63 1.35 0.13
H 2.73 1.67 2.67 0.15
H 1.57 3.84 0.69 0.12
H -2.46 -2.02 2.33 0.10
H -2.21 -1.58 0.78 0.08
H -0.42 -2.81 0.94 0.07
H -0.36 -2.98 2.64 0.10
C -7.21 -1.25 -1.73 -0.08
C -7.68 0.00 -1.02 -0.27
O -6.79 0.37 0.04 -0.26
S -5.36 1.01 -0.35 0.60
C -4.89 1.53 1.28 -0.12
O -5.57 2.18 -1.16 -0.28
O -4.47 -0.04 -0.75 -0.30
H -6.26 -1.08 -2.25 0.07
H -7.94 -1.57 -2.47 0.08
H -7.04 -2.06 -1.02 0.08
H -7.80 0.83 -1.72 0.12
H -8.65 -0.19 -0.57 0.12
H -5.57 2.31 1.62 0.08
H -3.87 1.93 1.22 0.06
H -4.91 0.67 1.94 0.08
C -0.43 8.84 -0.65 -0.08
C -1.64 7.94 -0.46 -0.27
O -1.85 7.09 -1.59 -0.26
S -0.84 5.84 -1.80 0.60
C -1.76 5.02 -3.08 -0.11
O -0.86 5.01 -0.62 -0.29
O 0.39 6.32 -2.37 -0.28
H 0.50 8.25 -0.69 0.07
H -0.33 9.55 0.17 0.08
H -0.49 9.39 -1.59 0.09
H -1.56 7.36 0.46 0.12
H -2.53 8.57 -0.37 0.12
H -2.71 4.68 -2.67 0.08
H -1.17 4.17 -3.41 0.07
H -1.91 5.72 -3.90 0.08
C 3.04 -8.14 -0.27 -0.08
C 2.56 -6.88 0.42 -0.27
O 3.43 -6.50 1.48 -0.26
S 4.86 -5.85 1.10 0.60
C 5.32 -5.31 2.73 -0.12
O 4.65 -4.69 0.27 -0.29
O 5.76 -6.90 0.71 -0.28
H 3.99 -7.97 -0.79 0.07
H 2.31 -8.48 -1.02 0.08
H 3.20 -8.94 0.45 0.09
H 2.43 -6.06 -0.29 0.11
H 1.58 -7.08 0.87 0.12
H 4.62 -4.53 3.05 0.08
H 6.33 -4.90 2.67 0.08
H 5.29 -6.16 3.40 0.08
```

---

[5]
The following is a quantum chemistry calculation of a structure of composition H12O8V at a distorted geometry, from the Open Molecules 2025 dataset.

The calculation puts the HOMO energy at -13.3 eV. For the molecular weight, the calculation gives 191.03 g/mol. As for the total energy: -1552.9237 Ha. The total charge is +1. For the HOMO-LUMO gap, the calculation gives 8.80 eV.

```
21
Properties=species:S:1:pos:R:3:lowdin_charge:R:1
O 1.31 -0.33 1.17 -0.28
V 0.29 -0.33 -0.03 0.90
O -0.46 1.06 -0.07 -0.25
O 0.66 -2.61 -0.34 -0.05
H 1.12 -3.28 0.19 0.11
H 0.75 -2.89 -1.26 0.09
O 0.55 1.49 3.40 -0.06
H 0.88 0.59 3.34 0.01
H 1.22 2.03 2.96 0.04
O -1.34 -1.24 1.01 -0.03
H -1.37 -2.18 1.19 0.11
H -2.11 -0.81 1.41 0.13
O 1.91 0.21 -1.35 -0.02
H 1.95 0.06 -2.31 0.11
H 2.75 -0.12 -0.99 0.11
O -1.00 3.92 -1.08 -0.06
H -1.65 4.56 -0.78 0.04
H -1.06 3.18 -0.47 -0.01
O -1.16 -1.00 -1.79 -0.05
H -2.00 -1.32 -1.44 0.08
H -1.24 -1.00 -2.75 0.10
```

---

| no. | LUMO energy (eV) |
| --- | --- |
| 1 | -1.3 |
| 2 | 1.1 |
| 3 | 0.5 |
| 4 | 0.3 |
| 5 | -4.5 |